The following is a quantum chemistry calculation of C11H39N3O8 as an isolated structure in a non-equilibrium geometry, from OMol25.

Each line ends with the natural charge from an NBO analysis.
Element x y z (Å)
C  -0.372  -2.913  -0.119  -0.345
O  -0.481  -1.511  0.141  -0.740
H  0.697  -2.923  -0.328  0.273
H  -0.603  -3.595  0.699  0.187
H  -0.965  -3.250  -0.969  0.170
H  -1.316  -1.181  -0.198  0.508
C  -0.058  0.359  1.395  -0.288
O  0.596  0.050  0.160  -0.828
H  0.545  1.173  1.799  0.178
H  -1.105  0.656  1.331  0.188
H  -0.021  -0.418  2.158  0.183
H  0.216  -0.766  -0.172  0.433
C  1.339  -1.537  -1.637  -0.319
O  2.152  -0.834  -2.594  -0.728
H  0.610  -2.201  -2.102  0.167
H  1.856  -2.283  -1.034  0.203
H  0.808  -0.864  -0.963  0.213
H  2.260  -1.390  -3.369  0.477
C  -0.886  -2.020  2.496  -0.278
O  -1.268  -3.253  3.074  -0.755
H  -1.665  -1.267  2.368  0.183
H  -0.062  -1.610  3.081  0.112
H  -0.345  -2.165  1.562  0.241
H  -0.551  -3.837  3.332  0.479
C  -2.285  1.433  0.351  -0.337
O  -2.866  1.971  -0.758  -0.739
H  -1.407  0.848  0.076  0.234
H  -2.006  2.317  0.924  0.179
H  -2.945  0.864  1.006  0.172
H  -3.431  2.718  -0.547  0.481
C  -1.928  -0.370  -1.528  -0.319
O  -2.369  -1.432  -0.743  -0.742
H  -1.104  0.162  -1.053  0.204
H  -1.491  -0.785  -2.436  0.186
H  -2.781  0.297  -1.657  0.230
H  -3.170  -1.823  -1.100  0.514
C  1.701  -2.616  1.434  0.758
O  1.641  -3.313  0.393  -0.672
N  1.933  -1.341  1.430  -0.795
N  1.667  -3.094  2.641  -0.850
H  1.997  -0.850  2.310  0.388
H  2.218  -0.849  0.595  0.451
H  2.188  -3.958  2.684  0.412
H  1.676  -2.501  3.458  0.390
C  2.114  1.372  -1.426  -0.656
C  0.634  1.759  -1.389  -0.049
C  0.239  2.839  -0.312  -0.105
O  0.960  4.038  -0.670  -0.540
C  0.206  5.145  -0.206  -0.248
N  0.350  2.371  -2.687  -0.852
H  2.715  2.259  -1.625  0.195
H  2.302  0.571  -2.141  0.284
H  2.318  0.987  -0.427  0.181
H  -0.008  0.885  -1.271  0.201
H  0.385  2.404  0.677  0.173
H  -0.847  2.923  -0.345  0.163
H  -0.104  5.141  0.839  0.161
H  -0.725  5.218  -0.767  0.156
H  0.683  6.118  -0.323  0.188
H  0.787  3.280  -2.734  0.355
H  -0.630  2.594  -2.784  0.335

**Highest occupied orbital energy**: -8.007 eV
**Energy above the lowest of the compared OMol25 structures with the same formula, charge and spin**: 369.24 kcal per mole